Molecular formula: C10H25CoN7O2STe
Method: DFT, the ωB97M-V functional and the def2-TZVPD basis

As for the spin multiplicity: 5. The value obtained for the frontier orbital gap (spin up / spin down) is 0.2485 / 0.2479 Eh. The value obtained for the largest force on an atom is 1.4 eV Å⁻¹. As for the total charge: +1. The HOMO energy (spin up / spin down) comes out at -10.0 / -10.4 eV. For the energy relative to the best compared isomer or geometry (same formula, charge and spin), the calculation gives 25.4 kJ/mol. For the lowest unoccupied orbital energy (spin up / spin down), the calculation gives -0.120 / -0.133 Ha.

Each line ends with the Mulliken spin population.
Cartesian coordinates (Å):
Co1 -0.227 -0.061 -0.239  2.6932
N1 2.070 0.427 -0.432  0.0348
N2 2.273 1.805 -0.442  -0.0005
C1 1.192 2.619 -0.330  0.0203
N3 1.378 3.921 -0.470  0.0123
N4 0.056 2.016 -0.019  -0.0024
N5 -1.119 2.772 0.017  0.1356
O1 -2.097 2.104 0.406  -0.1448
O2 -1.217 3.876 -0.529  0.2020
H1 2.609 -0.006 0.306  -0.0035
H2 2.339 0.014 -1.317  -0.0049
H3 3.154 2.179 -0.742  0.0007
H4 2.268 4.297 -0.750  -0.0002
H5 0.543 4.487 -0.527  -0.0015
Te1 -2.627 0.228 -0.987  0.9722
C2 -3.762 -2.166 5.813  0.0000
C3 -4.459 -1.783 4.506  0.0014
C4 -3.487 -1.399 3.393  0.0040
C5 -2.669 -2.590 2.908  -0.0018
N6 -1.760 -2.240 1.802  -0.0035
C6 -0.443 -2.245 1.736  0.0019
S1 0.310 -2.289 0.140  0.0848
N7 0.345 -2.246 2.815  0.0051
C7 0.057 -1.817 4.201  0.0009
C8 0.123 -2.937 5.238  0.0004
C9 1.538 -3.325 5.674  0.0000
C10 2.362 -4.071 4.621  -0.0004
H6 -4.490 -2.336 6.608  0.0000
H7 -3.093 -1.364 6.146  0.0000
H8 -3.174 -3.084 5.716  0.0000
H9 -5.126 -0.940 4.688  0.0000
H10 -5.089 -2.612 4.168  0.0000
H11 -2.815 -0.608 3.747  -0.0003
H12 -4.035 -0.985 2.542  -0.0003
H13 -3.341 -3.359 2.528  0.0000
H14 -2.098 -3.041 3.709  -0.0007
H15 -2.202 -2.078 0.907  -0.0025
H16 1.305 -2.449 2.600  -0.0025
H17 -0.912 -1.333 4.210  -0.0004
H18 0.790 -1.050 4.454  0.0001
H19 -0.392 -3.820 4.846  0.0002
H20 -0.434 -2.603 6.118  0.0002
H21 1.450 -3.958 6.558  0.0000
H22 2.074 -2.426 5.993  0.0000
H23 1.796 -4.901 4.189  0.0000
H24 3.269 -4.484 5.064  0.0000
H25 2.690 -3.421 3.802  0.0004

---

Molecular formula: C32H36F9N4O2S3Sn
Method: DFT, the ωB97M-V functional and the def2-TZVPD basis

As for the spin multiplicity: 1. The value obtained for the frontier orbital gap is 0.2251 Eh. The value obtained for the largest force on an atom is 0.2 eV Å⁻¹. As for the total charge: +3. The HOMO energy comes out at -15.9 eV. For the lowest unoccupied orbital energy, the calculation gives -0.359 Ha.

Each line ends with the natural charge from an NBO analysis.
Cartesian coordinates (Å):
Sn1 2.792 2.212 1.685  1.4553
N1 2.761 0.714 3.454  -0.8993
C1 3.973 0.666 4.325  -0.2284
C2 4.170 1.965 5.089  -0.4421
C3 4.438 3.193 4.231  -0.2368
N2 3.206 3.643 3.516  -0.8998
H1 1.936 0.932 4.014  0.4148
H2 2.584 -0.212 3.069  0.4103
H3 4.835 0.465 3.686  0.2107
H4 3.882 -0.163 5.026  0.2314
H5 5.024 1.828 5.753  0.2695
H6 3.312 2.150 5.745  0.2191
H7 5.209 2.982 3.484  0.2075
H8 4.810 4.005 4.853  0.2401
H9 3.363 4.574 3.133  0.4163
H10 2.448 3.755 4.185  0.4156
S1 0.395 -1.024 -0.846  0.4201
C4 -1.283 -1.471 -0.943  0.1269
N3 -2.055 -2.306 -0.365  -0.2270
C5 -3.514 -2.138 -0.578  -0.2523
C6 -3.842 -1.622 -1.968  -0.2435
N4 -2.975 -0.487 -2.368  -0.2230
C7 -3.489 0.540 -3.321  -0.2517
C8 -4.189 1.628 -2.556  -0.0140
C9 -5.549 1.526 -2.279  -0.2249
C10 -6.179 2.510 -1.531  -0.1842
C11 -5.451 3.596 -1.063  -0.1709
C12 -4.097 3.708 -1.351  -0.1770
C13 -3.465 2.725 -2.097  -0.2409
C14 -1.794 -0.456 -1.884  0.1211
S2 -0.388 0.497 -2.129  0.4105
C15 -1.582 -3.347 0.586  -0.2483
C16 -1.974 -4.712 0.092  -0.0244
C17 -2.981 -5.423 0.734  -0.2329
C18 -3.350 -6.676 0.262  -0.1812
C19 -2.718 -7.210 -0.851  -0.1668
C20 -1.709 -6.501 -1.493  -0.1726
C21 -1.335 -5.253 -1.022  -0.2455
H11 -3.869 -1.455 0.198  0.2468
H12 -3.981 -3.112 -0.437  0.2830
H13 -4.872 -1.269 -1.976  0.2723
H14 -3.731 -2.394 -2.732  0.2516
H15 -4.153 0.018 -4.009  0.2529
H16 -2.628 0.911 -3.879  0.2358
H17 -6.133 0.704 -2.681  0.2167
H18 -7.239 2.440 -1.332  0.2438
H19 -5.947 4.369 -0.492  0.2431
H20 -3.541 4.571 -1.013  0.2324
H21 -2.416 2.834 -2.350  0.2081
H22 -2.038 -3.121 1.551  0.2488
H23 -0.501 -3.226 0.671  0.2272
H24 -3.464 -5.015 1.615  0.2240
H25 -4.125 -7.236 0.768  0.2452
H26 -3.003 -8.188 -1.215  0.2460
H27 -1.207 -6.929 -2.350  0.2389
H28 -0.531 -4.711 -1.511  0.2089
C22 3.859 2.263 -2.484  -0.8060
S3 2.898 0.757 -2.548  1.2398
O1 2.335 0.579 -1.134  -1.0452
C23 4.206 -0.414 -2.781  -0.3144
C24 4.372 -0.945 -4.052  -0.1980
C25 5.417 -1.831 -4.277  -0.1852
C26 6.261 -2.183 -3.234  -0.1588
C27 6.072 -1.656 -1.960  -0.2080
C28 5.041 -0.761 -1.727  -0.1596
H29 4.615 2.166 -1.707  0.2420
H30 3.178 3.087 -2.279  0.2456
H31 4.331 2.402 -3.456  0.2687
H32 3.703 -0.668 -4.858  0.2333
H33 5.568 -2.247 -5.263  0.2442
H34 7.072 -2.876 -3.411  0.2437
H35 6.735 -1.941 -1.155  0.2346
H36 4.878 -0.343 -0.741  0.2088
F1 -0.340 4.552 1.100  -0.3009
C29 -1.019 3.411 1.000  0.9646
F2 -0.839 2.960 -0.248  -0.3196
F3 -2.311 3.660 1.170  -0.2948
C30 -0.478 2.366 2.027  0.0267
O2 0.763 1.954 1.650  -0.9398
C31 -1.414 1.115 2.047  0.9748
F4 -1.741 0.735 0.786  -0.3510
F5 -0.784 0.077 2.599  -0.3131
F6 -2.548 1.311 2.696  -0.2846
C32 -0.457 2.984 3.455  0.9700
F7 0.455 3.969 3.510  -0.3255
F8 -0.053 2.044 4.332  -0.3280
F9 -1.613 3.471 3.848  -0.2715

---

Which value of total charge does entry 2 give? +3

---

Among the records above, which one has the lowest largest force on an atom? C32H36F9N4O2S3Sn